Record 1
Density functional theory data (ωB97M-V/def2-TZVPD) for C15H39O14P3 as an isolated structure.

Computed properties:
**Relative energy (zero: lowest compared OMol25 entry of this formula, charge and spin)**: 0.0 kJ/mol
**Gap between HOMO and LUMO**: 9.91 eV
**2S+1**: 1
**HOMO**: -9.4 eV

```
71
Properties=species:S:1:pos:R:3:forces:R:3
C -1.8503 -2.3807 -4.9251 2.8 -5.7 0.6
C -2.9843 -3.3927 -4.8230 -0.9 1.2 3.1
O -3.6048 -3.3468 -3.7378 0.8 -1.0 -2.8
C -3.2885 -4.3008 -6.0167 -2.3 4.6 0.9
H -1.5439 -1.8325 -4.1091 -0.3 0.7 2.7
H -1.9511 -1.6789 -5.5975 -0.8 3.3 -4.3
H -0.8440 -2.9409 -5.1449 -1.8 0.7 -0.2
H -2.4455 -4.5227 -6.5144 2.9 -1.2 -1.7
H -3.9266 -3.6832 -6.7173 1.0 0.1 0.5
H -3.9864 -5.0286 -5.8697 -1.2 -2.6 1.2
C -4.2273 -2.5102 -0.1186 -1.2 -0.1 -0.1
C -3.5470 -1.7608 0.9883 1.4 -0.9 0.3
O -4.0044 -0.7813 1.4842 -0.6 1.1 0.6
C -2.1558 -2.3285 1.4686 -2.2 5.4 3.8
H -4.6914 -3.4295 0.3343 0.7 0.5 -0.7
H -3.4844 -2.7178 -0.8846 -0.1 -0.6 -0.1
H -5.0638 -1.9329 -0.5960 0.8 -0.3 0.7
H -2.2506 -3.0487 2.2141 -0.5 -1.5 1.1
H -1.5353 -1.4678 2.0135 -1.4 -1.6 -1.5
H -1.6769 -2.6753 0.6988 3.0 -2.1 -4.3
C 5.4086 1.4367 4.4497 1.4 3.2 1.1
O 4.1082 1.0495 4.2548 -3.1 -2.1 -1.4
P 3.7075 -0.3964 3.5338 6.5 -0.8 0.6
O 4.7272 -0.9161 2.5619 -1.4 1.2 1.0
O 3.7205 -1.3530 4.8354 0.0 2.3 0.3
C 3.4731 -2.7263 4.7393 -0.3 0.5 -2.1
O 2.3424 -0.2684 2.9012 -3.6 -1.0 -0.3
C 1.1534 -0.3409 3.7364 -2.5 3.4 0.3
H 6.0317 1.1942 3.6299 0.9 -1.3 -0.5
H 5.7586 1.1273 5.4663 0.1 0.2 -1.0
H 5.5143 2.6163 4.3486 -0.8 -2.1 0.8
H 2.4529 -2.8149 4.8271 -2.8 -0.5 0.7
H 3.8741 -3.2725 5.5622 1.1 -0.4 0.0
H 3.5781 -2.9910 3.6757 1.2 -0.9 0.6
H 0.3097 0.4720 3.3050 2.5 -2.4 0.8
H 1.5328 0.1287 4.6400 -0.8 -0.1 0.6
H 0.5826 -1.2778 4.0294 1.5 0.5 -1.2
C 4.3963 2.0124 0.7153 -0.2 3.1 -1.9
O 3.1464 1.3257 0.9802 1.1 0.4 -1.5
P 2.1068 1.1876 -0.2213 -5.6 -1.9 2.3
O 0.7292 1.7309 0.1110 2.8 -0.5 -0.2
O 2.6343 1.7318 -1.5770 0.8 -0.2 -0.8
C 1.7359 2.5703 -2.2494 1.3 5.2 -1.4
O 1.8955 -0.4206 -0.4719 1.9 0.9 0.4
C 0.6492 -0.9623 -0.8465 -0.9 1.2 -1.1
H 4.1462 3.1486 0.2926 0.7 -3.0 1.0
H 5.0407 1.4759 0.0187 -0.6 -0.1 -0.5
H 5.1026 2.1569 1.5229 -0.9 -0.3 1.1
H 0.8840 2.3206 -2.7754 -2.1 -2.7 -0.1
H 2.2020 3.0655 -3.1829 0.6 -0.6 1.8
H 1.3494 3.4070 -1.6031 0.8 -0.9 -0.4
H -0.1164 -0.6008 -0.2099 -0.8 0.5 0.9
H 0.6093 -2.0287 -0.7822 0.7 -0.7 0.0
H 0.3084 -0.6297 -1.8530 0.6 -0.3 0.3
C -2.3822 2.2275 2.2003 7.1 -0.2 2.9
O -1.8380 3.1623 1.2573 1.8 -0.3 -1.4
P -2.1330 2.9327 -0.3178 -4.3 -0.4 0.4
O -3.4794 3.5189 -0.6085 1.6 -0.4 -0.1
O -1.0169 3.4252 -1.2769 1.8 1.4 -0.5
C -1.3025 4.1236 -2.4788 -3.0 1.7 -2.0
O -2.1374 1.3469 -0.6454 0.0 -1.2 -0.1
C -2.4154 0.8069 -1.9535 1.8 2.4 -3.5
H -3.2939 2.2276 2.0163 -8.5 -0.5 -1.3
H -2.2460 2.4095 3.3363 0.3 0.8 -2.1
H -1.9739 1.2464 2.0743 0.3 -0.6 -0.5
H -1.7094 5.1968 -2.4415 1.3 -1.1 1.1
H -2.2394 3.7461 -2.9497 0.6 -0.6 0.4
H -0.5723 4.1132 -3.3173 0.4 -0.5 1.4
H -1.4010 1.1013 -2.8228 -2.8 -0.9 2.8
H -3.3047 1.2948 -2.4723 1.0 -0.3 1.1
H -2.5883 -0.2774 -2.1119 0.5 0.5 1.3
```
Positions in Å, forces in eV/Å.

Record 2
Density functional theory data (ωB97M-V/def2-TZVPD) for C24H60N4NaO8 as an isolated structure.

Computed properties:
**Relative energy (zero: lowest compared OMol25 entry of this formula, charge and spin)**: 0.0 kJ/mol
**Gap between HOMO and LUMO**: 9.51 eV
**2S+1**: 1
**Charge**: +1
**HOMO**: -11.4 eV

```
97
Properties=species:S:1:pos:R:3:forces:R:3
Na 0.6219 -1.5641 -0.2562 0.4 0.0 0.3
C 2.6389 -4.2661 -0.7922 -0.7 -2.5 -0.7
O 1.8669 -3.2641 -1.3532 -0.9 1.4 0.4
C 2.0379 -3.0901 -2.7612 0.3 0.1 0.2
C 0.9979 -2.0991 -3.2782 0.3 0.2 0.5
N 1.0599 -1.9141 -4.7002 0.7 0.9 -0.3
C 0.2039 -0.8181 -5.1862 0.3 -0.6 -0.1
C 0.3499 -0.6601 -6.6902 0.5 -1.2 0.6
O -0.4671 0.3779 -7.0452 -1.2 1.4 -1.4
C -0.4871 0.6719 -8.4512 0.8 2.4 0.7
H 3.6879 -4.1301 -0.9132 1.0 0.4 -0.1
H 2.3819 -5.2491 -1.2822 0.3 0.7 0.2
H 2.4099 -4.4321 0.2538 -0.1 0.5 0.2
H 1.8709 -4.0841 -3.1872 0.3 0.1 -0.5
H 3.0569 -2.7171 -2.9192 -0.1 -0.3 -0.4
H 1.1339 -1.1001 -2.8232 -0.2 -0.5 0.2
H 0.0319 -2.5371 -3.0482 -0.4 0.3 0.7
H 0.6759 -2.7551 -5.0442 -0.2 -1.1 -1.1
H 0.5599 0.1339 -4.7682 -0.5 -0.3 0.3
H -0.8561 -1.0611 -4.9692 0.3 0.7 0.2
H -0.0101 -1.5531 -7.1832 0.1 -0.7 -0.3
H 1.4279 -0.5621 -6.9082 -0.3 0.4 -0.3
H -0.7641 -0.0581 -9.1542 -0.7 -1.8 -0.3
H 0.5139 0.9719 -8.7342 0.5 0.1 -0.1
H -1.1051 1.5669 -8.6942 0.1 -0.7 0.8
C -1.4161 0.3259 -2.2222 1.8 0.8 -0.9
O -1.0441 -0.8681 -1.5882 -0.5 0.4 0.4
C -2.2261 -1.5831 -1.3092 0.2 0.2 1.0
C -1.9111 -2.9041 -0.6772 -1.5 -0.4 -0.5
N -1.1671 -2.7951 0.5818 -0.4 0.0 -0.6
C -0.7311 -4.1581 0.9448 -1.3 -0.3 -0.6
C -0.3601 -4.1701 2.3708 1.1 -0.3 0.3
O -1.1511 -3.2891 3.1348 0.0 0.0 -0.6
C -1.5061 -3.8551 4.3538 -0.7 -0.5 0.8
H -0.4991 0.8659 -2.5192 -0.4 -0.4 0.1
H -2.0181 1.0069 -1.6762 -0.5 0.5 1.4
H -2.0071 0.1559 -3.0892 -0.3 -0.6 -1.1
H -2.7421 -1.6321 -2.2532 -0.8 -0.6 -0.2
H -2.8101 -1.0571 -0.5602 -0.4 0.7 -0.1
H -1.4261 -3.4721 -1.4692 0.6 -0.5 0.5
H -2.8981 -3.4001 -0.4612 0.7 0.2 -0.5
H -1.8631 -2.4391 1.3008 1.4 -0.8 -0.9
H 0.0999 -4.6431 0.3888 -0.2 1.2 -0.2
H -1.5511 -4.8461 0.7038 -0.3 -0.1 0.4
H 0.6789 -3.8381 2.3908 0.2 0.2 0.4
H -0.3461 -5.2201 2.6868 -0.3 0.2 0.5
H -2.2421 -4.6631 4.1688 0.3 0.2 0.4
H -1.9331 -3.1121 5.0408 0.0 0.0 -0.5
H -0.6161 -4.2401 4.8368 0.2 -0.4 0.3
C 2.1119 0.8879 0.4018 0.4 0.0 0.0
O 0.7729 0.6399 0.0128 0.1 0.1 0.3
C -0.1601 1.6509 0.4428 0.5 0.1 -2.2
C -0.0131 2.9829 -0.3952 -0.7 -2.9 1.1
N -1.1091 3.7679 0.1248 1.2 1.1 -2.0
C -0.9321 5.1199 -0.4032 -0.3 0.4 -0.5
C -1.7591 6.0419 0.4428 0.0 1.3 0.8
O -1.4891 5.7739 1.8198 0.5 0.0 0.6
C -2.2721 6.4779 2.7918 -1.3 -0.5 -1.3
H 2.7399 0.0199 0.1528 -0.4 0.1 0.0
H 2.1919 1.0319 1.4798 0.1 0.1 0.0
H 2.5419 1.7429 -0.1142 -0.1 0.2 -0.1
H 0.0009 1.8879 1.4618 0.1 0.3 1.0
H -1.1681 1.2079 0.3498 0.5 0.4 -0.1
H -0.1551 2.7309 -1.4462 -0.1 0.2 -0.1
H 1.0179 3.3619 -0.2832 -0.4 0.3 0.2
H -0.9151 3.9199 1.0768 -0.3 -0.3 1.8
H -1.2951 5.1479 -1.4482 0.2 0.1 0.4
H 0.1309 5.4659 -0.4222 -0.5 -0.3 0.2
H -2.8051 5.8929 0.2538 -0.8 -0.2 -0.1
H -1.5231 7.0979 0.2178 -0.1 -0.2 0.0
H -2.1911 7.5359 2.6318 0.1 0.8 -0.1
H -2.0381 6.3019 3.8428 0.6 -0.6 -0.4
H -3.3411 6.1959 2.6338 0.5 0.2 0.2
C 3.1669 -2.3981 1.9158 0.1 0.1 1.1
O 1.9599 -1.6301 2.0268 1.1 -1.0 -1.1
C 1.5959 -1.4651 3.3628 -0.5 -0.4 0.8
C 0.2809 -0.6661 3.4098 1.8 -0.5 1.4
N 0.5859 0.7459 3.6498 -0.6 -1.3 0.6
C -0.6511 1.3409 4.1328 1.0 -0.4 0.5
C -0.3921 2.7849 4.4108 -2.0 -0.4 0.5
O -0.5261 3.5109 3.2068 0.8 -0.7 0.7
C 0.7139 4.0909 2.9708 0.5 1.0 -1.6
H 3.1699 -3.4581 2.3128 -0.7 1.0 -0.3
H 3.9489 -1.8901 2.4938 0.1 0.0 -0.2
H 3.4259 -2.4291 0.8818 0.3 0.0 -0.7
H 2.4159 -1.0141 3.9898 -0.8 0.1 -0.7
H 1.4819 -2.4791 3.7758 -0.3 0.1 0.2
H -0.2351 -1.0761 4.2898 -0.1 0.4 -0.2
H -0.3621 -0.8481 2.5568 0.0 -0.2 -0.4
H 0.8019 1.1509 2.7648 0.3 0.4 -0.4
H -0.9831 0.7129 4.9668 0.2 0.6 0.4
H -1.4071 1.1909 3.3958 -1.1 0.4 -0.7
H 0.5439 2.9389 4.9038 0.9 -0.1 0.0
H -1.1111 3.1629 5.1048 -0.8 0.3 0.5
H 0.5689 4.5909 2.0128 0.8 0.0 -0.1
H 1.5819 3.3979 2.9828 -0.5 0.1 -0.2
H 0.9289 4.8789 3.6698 0.1 0.4 0.6
```
Positions in Å, forces in eV/Å.

| no. | largest force on an atom (eV/Å) |
| --- | --- |
| 1 | 8.65 |
| 2 | 3.13 |